Entry from OMol25: a structure of composition C25H37BN9S4Ti (ωB97M-V/def2-TZVPD).

```
! RIJCOSX wB97M-V def2-TZVPD def2/J DEFGRID3
* xyz 4 2
Ti 0.244 -0.348 0.332
C -3.304 2.058 -1.968
C -4.050 0.907 -2.635
S -2.887 -0.279 -3.333
C -3.937 -1.622 -3.955
C -4.472 -2.373 -2.737
S -3.110 -2.291 -1.522
C -4.050 -2.151 0.014
C -3.221 -2.177 1.292
S -1.928 -0.922 1.623
C -2.867 0.608 1.929
C -3.470 1.281 0.708
S -2.223 1.647 -0.557
H -4.029 2.787 -1.605
H -2.665 2.580 -2.680
H -4.645 1.290 -3.470
H -4.729 0.393 -1.952
H -3.271 -2.236 -4.563
H -4.720 -1.229 -4.603
H -4.731 -3.409 -2.949
H -5.340 -1.877 -2.304
H -4.697 -3.034 0.041
H -4.703 -1.281 -0.036
H -2.729 -3.137 1.442
H -3.893 -2.045 2.142
H -2.165 1.260 2.446
H -3.643 0.336 2.645
H -3.913 2.227 1.025
H -4.260 0.675 0.274
C 0.779 -4.502 -0.263
C -0.045 -3.426 -0.068
N 0.641 -2.261 -0.221
N 1.935 -2.614 -0.517
C 2.025 -3.942 -0.533
B 2.999 -1.476 -0.561
N 2.385 -0.366 -1.514
C 2.879 0.148 -2.623
C 1.996 1.126 -3.127
C 0.958 1.159 -2.250
N 1.177 0.240 -1.248
N 2.971 -0.871 0.907
C 3.946 -0.756 1.795
C 3.401 -0.403 3.042
C 2.055 -0.304 2.835
N 1.776 -0.603 1.531
N 4.369 -1.790 -0.983
C 5.098 -2.901 -1.342
C 6.386 -2.511 -1.532
C 6.390 -1.125 -1.254
N 5.190 -0.682 -0.936
H 0.528 -5.549 -0.222
H -1.098 -3.424 0.147
H 2.956 -4.441 -0.731
H 3.837 -0.178 -3.000
H 2.136 1.730 -4.008
H 0.079 1.781 -2.240
H 4.973 -0.916 1.504
H 3.939 -0.255 3.964
H 1.267 -0.056 3.529
H 4.671 -3.878 -1.471
H 7.218 -3.125 -1.832
H 7.224 -0.440 -1.294
C -0.944 4.501 2.411
C 0.406 3.768 2.537
C 1.547 4.581 1.887
C 0.732 3.445 4.013
C 0.301 2.500 1.821
N 0.227 1.507 1.234
H -0.837 5.467 2.905
H -1.747 3.958 2.912
H -1.210 4.679 1.369
H 1.691 5.472 2.496
H 1.288 4.893 0.876
H 2.484 4.025 1.869
H 0.699 4.382 4.568
H 1.732 3.025 4.116
H 0.000 2.769 4.459
*
```

⟨S²⟩: 0.756
Kohn-Sham gap (spin up / spin down), eV: 4.83 / 4.78
LUMO energy (spin up / spin down), eV: -13.575 / -13.626

Löwdin atomic charge list, values in e, 2 entries: 1.03, -0.47


Entry from OMol25: a cluster of 5 separate species, C28H48N5O10S4 in total at a distorted geometry (ωB97M-V/def2-TZVPD).

```
! RIJCOSX wB97M-V def2-TZVPD def2/J DEFGRID3
* xyz 1 1
C -1.286 1.037 3.463
N -1.713 -0.352 3.357
C -2.380 -0.908 2.348
N -2.778 -2.193 2.329
C -3.421 -2.317 1.178
N -3.424 -1.215 0.460
C -3.993 -1.008 -0.862
C -2.823 -0.839 -1.870
C -3.103 0.161 -2.984
O -3.930 -0.137 -3.825
N -2.389 1.410 -3.094
C -1.077 1.359 -2.507
C -0.836 2.057 -1.346
C 0.402 1.962 -0.766
C 1.343 1.165 -1.358
C 1.108 0.490 -2.516
C -0.127 0.582 -3.111
N -2.759 -0.306 1.216
O -2.597 0.937 0.707
H -0.836 1.161 4.445
H -0.524 1.322 2.735
H -2.137 1.719 3.448
H -1.489 -0.971 4.118
H -3.883 -3.247 0.891
H -4.708 -0.186 -0.895
H -4.543 -1.904 -1.135
H -2.691 -1.820 -2.340
H -1.921 -0.637 -1.293
H -2.925 2.177 -2.705
H -1.646 2.654 -0.940
H 0.608 2.508 0.148
H 2.305 1.075 -0.867
H 1.871 -0.139 -2.949
H -0.397 0.071 -4.026
H -1.673 1.219 0.812
C 0.094 -6.363 -0.232
C 0.906 -5.107 -0.582
C 0.338 -4.547 -1.890
S -1.384 -5.037 -1.942
O -1.579 -5.938 -3.043
O -2.221 -3.862 -1.771
C -1.371 -5.976 -0.419
H 0.289 -6.701 0.785
H 0.353 -7.176 -0.913
H 0.799 -4.366 0.208
H 1.968 -5.327 -0.679
H 0.402 -3.461 -1.928
H 0.828 -4.977 -2.762
H -2.041 -6.828 -0.510
H -1.708 -5.315 0.381
C -4.526 4.110 0.798
C -5.459 3.497 1.851
C -5.000 4.008 3.222
S -4.228 5.605 2.930
O -2.826 5.496 3.247
O -5.052 6.642 3.482
C -4.411 5.589 1.149
H -4.908 3.966 -0.212
H -3.541 3.637 0.858
H -6.484 3.820 1.659
H -5.449 2.407 1.818
H -5.831 4.136 3.911
H -4.251 3.354 3.664
H -3.555 6.078 0.689
H -5.326 6.127 0.905
C 5.314 3.969 -2.966
C 6.296 3.187 -3.847
C 6.473 1.799 -3.217
S 4.946 1.449 -2.341
O 5.224 1.379 -0.926
O 4.230 0.395 -3.020
C 4.155 3.017 -2.688
H 4.972 4.881 -3.452
H 5.800 4.248 -2.028
H 5.882 3.085 -4.852
H 7.252 3.699 -3.938
H 6.636 1.028 -3.967
H 7.283 1.787 -2.491
H 3.543 3.314 -1.839
H 3.531 2.884 -3.572
C 3.963 -1.055 2.591
C 4.029 -1.924 3.854
C 3.051 -3.091 3.661
S 2.953 -3.370 1.889
O 1.610 -3.054 1.450
O 3.581 -4.621 1.559
C 4.030 -2.023 1.415
H 4.773 -0.329 2.555
H 3.017 -0.506 2.570
H 5.043 -2.309 3.977
H 3.787 -1.354 4.750
H 3.400 -4.000 4.144
H 2.053 -2.842 4.016
H 3.686 -1.590 0.478
H 5.033 -2.430 1.295
*
```

Kohn-Sham gap, eV: 9.07
LUMO energy, eV: -2.501

Löwdin atomic charge list, values in e, 2 entries: -0.04, 0.06


Entry from OMol25: a structure of composition C5H7NO (ωB97M-V/def2-TZVPD).

```
! RIJCOSX wB97M-V def2-TZVPD def2/J DEFGRID3
* xyz 0 1
C -1.371 -1.288 0.149
C -0.368 -0.200 0.498
C 0.892 -0.154 -0.466
C 1.879 0.961 -0.407
O 0.805 2.525 -0.668
C -0.884 1.217 0.341
N -0.207 2.061 -0.111
H -2.243 -1.243 0.806
H -0.906 -2.273 0.255
H -1.711 -1.179 -0.886
H -0.044 -0.293 1.542
H 1.544 -1.016 -0.220
H 0.525 -0.316 -1.488
H 2.088 1.198 0.657
*
```

Kohn-Sham gap (spin up / spin down), eV: 7.39 / 7.39
LUMO energy (spin up / spin down), eV: -0.769 / -0.769

natural (NBO) atomic charge list, values in e, 2 entries: -0.61, -0.25


Entry from OMol25: a cluster of 2 separate species, C5H13NO2 in total at a distorted geometry (ωB97M-V/def2-TZVPD).

```
! RIJCOSX wB97M-V def2-TZVPD def2/J DEFGRID3
* xyz 0 1
C 2.028 -0.042 1.468
N 1.285 -0.420 0.381
C -1.152 1.245 0.592
C -0.963 -0.011 -0.257
C -0.086 -1.031 0.423
C -0.155 -2.373 -0.377
O 1.855 -0.553 2.560
H 2.816 0.698 1.200
H 1.541 0.239 -0.374
H -0.348 1.910 0.959
H -1.971 1.823 0.252
H -1.599 0.828 1.523
H -1.960 -0.460 -0.456
H -0.698 0.067 -1.344
H -0.270 -1.186 1.473
H 0.156 -2.074 -1.363
H -1.219 -2.716 -0.311
H 0.614 -3.090 -0.086
H -0.484 2.381 -2.682
H 0.252 2.542 -1.340
O 0.357 2.223 -2.239
*
```

Kohn-Sham gap, eV: 10.21
SMILES: CC[C@@H](C)NC=O.O
LUMO energy, eV: 0.604

natural (NBO) atomic charge list, values in e, 2 entries: 0.52, -0.63